{
  "formula": "C27H70BF4N6O11Zn",
  "method": "ωB97M-V with the def2-TZVPD basis set",
  "species": ["Zn", "B", "F", "F", "F", "F", "C", "O", "N", "N", "H", "H", "H", "H", "C", "O", "C", "C", "N", "C", "C", "O", "C", "H", "H", "H", "H", "H", "H", "H", "H", "H", "H", "H", "H", "H", "H", "H", "C", "O", "C", "C", "N", "C", "C", "O", "C", "H", "H", "H", "H", "H", "H", "H", "H", "H", "H", "H", "H", "H", "H", "H", "C", "O", "C", "C", "N", "C", "C", "O", "C", "H", "H", "H", "H", "H", "H", "H", "H", "H", "H", "H", "H", "H", "H", "H", "C", "O", "C", "C", "N", "C", "C", "O", "C", "H", "H", "H", "H", "H", "H", "H", "H", "H", "H", "H", "H", "H", "H", "H", "C", "C", "O", "O", "H", "H", "H", "H", "H", "H"],
  "coordinates": [[-1.64, 0.75, 3.35], [-0.44, -0.71, 1.76], [-1.83, -0.56, 1.75], [0.02, -0.35, 2.98], [-0.15, -2.07, 1.40], [0.11, 0.10, 0.82], [-0.03, 2.50, -1.33], [-0.40, 3.15, -0.35], [-0.37, 2.73, -2.62], [0.75, 1.49, -1.26], [0.24, 2.39, -3.34], [-1.09, 3.41, -2.84], [1.00, 1.12, -0.36], [0.87, 0.90, -2.08], [3.95, 1.88, -3.50], [5.04, 0.93, -3.36], [6.37, 1.39, -3.48], [6.62, 2.43, -2.37], [6.40, 1.67, -1.07], [6.34, 2.56, 0.05], [5.78, 1.79, 1.31], [4.35, 1.45, 1.16], [3.77, 0.71, 2.20], [3.99, 2.55, -2.64], [3.01, 1.32, -3.42], [3.92, 2.49, -4.40], [6.51, 1.62, -4.54], [7.02, 0.53, -3.37], [5.97, 3.30, -2.50], [7.62, 2.86, -2.46], [5.48, 1.28, -1.18], [5.71, 3.43, -0.16], [7.32, 3.03, 0.13], [5.91, 2.41, 2.20], [6.36, 0.89, 1.52], [3.58, 1.46, 2.97], [4.28, -0.15, 2.62], [2.74, 0.45, 1.93], [4.10, -2.19, -1.63], [2.86, -2.56, -2.15], [1.77, -1.86, -1.52], [0.67, -1.58, -2.56], [1.14, -0.66, -3.59], [0.18, -0.29, -4.60], [0.80, 0.79, -5.57], [1.07, 1.96, -4.90], [1.37, 3.06, -5.76], [4.27, -1.20, -2.04], [4.93, -2.85, -1.88], [4.03, -2.09, -0.54], [2.01, -0.87, -1.13], [1.40, -2.54, -0.75], [-0.18, -1.22, -1.98], [0.35, -2.47, -3.10], [1.98, -0.99, -4.04], [-0.59, 0.21, -3.99], [-0.24, -1.18, -5.05], [0.07, 0.97, -6.35], [1.66, 0.36, -6.08], [1.61, 3.95, -5.18], [0.52, 3.22, -6.42], [2.17, 2.70, -6.41], [-0.69, -6.10, -0.72], [-1.87, -5.32, -0.56], [-1.53, -3.92, -0.81], [-2.66, -2.95, -0.42], [-3.92, -3.34, -1.06], [-5.10, -2.69, -0.38], [-6.43, -3.13, -1.01], [-6.75, -4.46, -0.56], [-7.66, -5.20, -1.36], [-0.83, -7.18, -0.64], [0.13, -5.84, -0.06], [-0.29, -6.09, -1.74], [-1.24, -3.73, -1.84], [-0.62, -3.71, -0.25], [-2.52, -1.87, -0.55], [-2.64, -3.04, 0.66], [-4.00, -4.35, -1.15], [-5.01, -1.61, -0.39], [-5.05, -3.14, 0.62], [-6.35, -3.21, -2.09], [-7.34, -2.54, -0.87], [-7.98, -6.14, -0.91], [-7.26, -5.40, -2.35], [-8.61, -4.67, -1.47], [-4.62, 0.43, 2.23], [-3.51, 1.24, 2.54], [-3.42, 2.38, 1.70], [-2.26, 3.22, 2.20], [-1.06, 2.42, 2.41], [-0.11, 3.26, 3.10], [0.77, 2.38, 4.02], [-0.05, 1.40, 4.72], [0.57, 0.66, 5.73], [-4.88, -0.29, 3.01], [-4.45, -0.15, 1.32], [-5.52, 1.03, 2.16], [-4.35, 2.94, 1.78], [-3.35, 1.98, 0.69], [-2.64, 3.72, 3.09], [-2.11, 4.05, 1.50], [-0.73, 2.42, 1.46], [-0.59, 3.92, 3.82], [0.50, 3.85, 2.42], [1.39, 2.97, 4.70], [1.50, 1.93, 3.35], [-0.23, 0.28, 6.36], [1.15, 1.35, 6.35], [1.06, -0.19, 5.25], [-3.23, -0.51, 5.49], [-3.01, 0.90, 6.04], [-2.57, 1.72, 5.01], [-2.25, -0.84, 4.47], [-4.25, -0.67, 5.15], [-3.08, -1.04, 6.43], [-2.41, 0.87, 6.95], [-3.89, 1.43, 6.40], [-3.05, 2.54, 5.15], [-2.13, -1.78, 4.62]],
  "multiplicity": 1,
  "gap_ev": 7.43,
  "homo_ev": -10.1,
  "e_tot_ha": -4430.3921,
  "total_charge": 1
}

***

{
  "formula": "CH6N2S",
  "method": "ωB97M-V with the def2-TZVPD basis set",
  "species": ["S", "H", "N", "C", "N", "H", "H", "H", "H", "H"],
  "coordinates": [[-1.82, 3.93, -1.11], [-1.51, 2.80, -1.71], [1.86, -2.36, 0.63], [0.94, -1.42, 0.67], [-0.41, -1.65, 0.74], [-1.41, 4.78, -2.24], [2.73, -1.92, 0.22], [1.13, -0.32, 0.49], [-0.97, -1.10, 1.43], [-0.54, -2.73, 0.88]],
  "relative_energy_ev": 0.754,
  "multiplicity": 1,
  "gap_ev": 10.21,
  "smiles": "[H]/N=C/N.S",
  "homo_ev": -9.6,
  "e_tot_ha": -549.3595
}

***

{
  "formula": "C4H7IO2",
  "method": "ωB97M-V with the def2-TZVPD basis set",
  "species": ["C", "C", "C", "C", "O", "O", "I", "H", "H", "H", "H", "H", "H", "H"],
  "coordinates": [[-0.72, -0.47, -2.10], [0.94, -0.67, 1.67], [-0.96, 0.95, 1.19], [0.27, 0.57, 1.04], [0.01, 0.31, -2.99], [-0.31, -1.29, -1.37], [1.54, 1.69, -0.26], [-1.72, -0.03, -2.09], [1.17, -1.54, 0.94], [0.20, -1.21, 2.16], [1.78, -0.56, 2.24], [-1.55, 1.78, 0.72], [0.99, 0.11, -3.11], [-1.64, 0.36, 1.95]],
  "relative_energy_ev": 0.935,
  "multiplicity": 1,
  "gap_ev": 9.59,
  "smiles": "C=C(C)I.O=CO",
  "homo_ev": -9.1,
  "e_tot_ha": -604.7350
}

***

{
  "formula": "C52H44BF4N3O8STeV",
  "method": "ωB97M-V with the def2-TZVPD basis set",
  "species": ["V", "O", "N", "N", "O", "C", "C", "C", "C", "C", "C", "H", "H", "H", "H", "H", "O", "C", "O", "C", "C", "C", "C", "C", "C", "S", "H", "H", "H", "H", "C", "C", "C", "C", "C", "O", "C", "C", "C", "C", "C", "C", "C", "O", "C", "C", "C", "N", "C", "C", "Te", "C", "C", "C", "C", "C", "C", "C", "C", "C", "C", "C", "C", "H", "H", "H", "H", "H", "H", "H", "H", "H", "H", "H", "H", "H", "H", "H", "H", "H", "H", "H", "H", "H", "H", "H", "H", "F", "B", "F", "F", "F", "C", "C", "C", "C", "C", "C", "C", "C", "C", "C", "O", "O", "H", "H", "H", "H", "H", "H", "H", "H", "H", "H", "H"],
  "coordinates": [[-0.06, 0.53, 0.29], [0.14, 0.12, -1.67], [0.42, 1.05, -2.54], [0.71, 2.09, -1.96], [0.90, 2.05, -0.64], [1.12, 3.30, -2.68], [1.67, 4.28, -1.85], [1.96, 5.43, -2.52], [1.68, 5.58, -3.88], [1.10, 4.59, -4.64], [0.85, 3.37, -4.03], [1.71, 4.14, -0.78], [2.50, 6.21, -1.98], [1.88, 6.57, -4.29], [0.90, 4.78, -5.70], [0.42, 2.53, -4.53], [0.11, -1.91, 4.40], [-0.09, -0.79, 3.39], [-1.32, 0.10, 1.66], [-0.18, 0.57, 4.11], [-0.87, 0.67, 5.31], [-0.89, 1.88, 5.99], [-0.23, 3.00, 5.47], [0.33, 2.90, 4.22], [0.35, 1.71, 3.48], [1.24, 1.67, 1.94], [-1.33, -0.18, 5.77], [-1.34, 1.93, 6.96], [-0.19, 3.92, 6.05], [0.85, 3.72, 3.78], [1.15, -4.73, -3.80], [1.08, -3.95, -2.51], [2.19, -3.58, -1.73], [2.13, -2.64, -0.67], [3.46, -2.06, -0.31], [3.72, -1.00, -0.78], [4.45, -2.76, 0.55], [4.08, -3.95, 1.15], [4.93, -4.52, 2.08], [6.10, -3.94, 2.41], [6.49, -2.75, 1.78], [5.67, -2.19, 0.83], [0.93, -2.10, -0.32], [0.80, -1.13, 0.57], [-0.23, -2.64, -0.96], [-0.15, -3.49, -2.05], [-1.61, -2.20, -0.55], [-2.09, -2.26, 0.62], [-1.36, -2.42, 1.81], [-1.31, -1.03, 2.53], [-1.65, -2.94, 5.50], [1.40, -2.10, 4.75], [1.72, -3.30, 5.35], [3.00, -3.58, 5.78], [4.03, -2.62, 5.59], [3.70, -1.45, 4.89], [2.39, -1.18, 4.44], [-2.56, -1.74, -1.63], [-3.91, -1.73, -1.40], [-4.79, -1.27, -2.39], [-4.35, -0.79, -3.64], [-3.01, -0.83, -3.89], [-2.14, -1.29, -2.90], [2.13, -5.25, -3.96], [1.01, -4.00, -4.61], [0.36, -5.40, -3.81], [3.19, -3.97, -2.06], [3.13, -4.35, 0.85], [4.65, -5.41, 2.63], [6.75, -4.38, 3.18], [7.40, -2.18, 2.02], [5.95, -1.25, 0.32], [-1.01, -3.76, -2.60], [-0.31, -2.70, 1.76], [-1.93, -3.04, 2.51], [-2.23, -0.91, 3.06], [0.79, -0.88, 2.77], [0.99, -4.10, 5.40], [3.20, -4.51, 6.28], [5.01, -2.68, 6.07], [4.44, -0.66, 4.70], [2.15, -0.28, 3.91], [-4.31, -2.06, -0.46], [-5.83, -1.28, -2.25], [-5.13, -0.42, -4.32], [-2.52, -0.57, -4.87], [-1.07, -1.25, -3.11], [4.96, 1.42, -3.74], [5.50, 2.46, -2.93], [5.46, 2.20, -1.55], [6.92, 2.66, -3.23], [4.75, 3.63, -3.25], [-7.50, 2.44, -2.67], [-6.07, 2.48, -2.25], [-5.77, 1.97, -1.00], [-4.44, 1.90, -0.55], [-4.11, 1.31, 0.80], [-3.46, 2.52, -1.35], [-3.70, 3.10, -2.61], [-2.68, 3.64, -3.60], [-5.04, 2.97, -3.06], [-2.12, 2.65, -0.74], [-1.55, 3.73, -0.68], [-1.74, 1.52, -0.31], [-7.85, 1.48, -3.02], [-7.80, 3.06, -3.50], [-8.13, 2.69, -1.86], [-6.62, 1.62, -0.39], [-4.97, 1.06, 1.39], [-3.42, 2.00, 1.29], [-3.57, 0.35, 0.66], [-1.70, 3.16, -3.48], [-2.39, 4.68, -3.38], [-3.08, 3.58, -4.65], [-5.28, 3.36, -4.03]],
  "relative_energy_ev": 2.018,
  "multiplicity": 2,
  "gap_ev": [6.11, 6.36],
  "homo_ev": [-3.6, -3.8],
  "e_tot_ha": -4808.9080,
  "total_charge": -2
}